(1)
# C11H16BrClINO2PPt

A molecular structure, C11H16BrClINO2PPt at a distorted geometry (ωB97M-V with the def2-TZVPD basis set, OMol25).

## Properties
orbital gap (spin up / spin down) = 5.021 / 4.612 eV
LUMO energy (spin up / spin down) = -11.28 / -14.83 eV
net charge = +3
spin multiplicity = 5
HOMO energy (spin up / spin down) = -16.30 / -19.44 eV

XYZ file:
```
35
Properties=species:S:1:pos:R:3:forces:R:3:lowdin_charge:R:1
Pt -0.031963 0.403146 0.042771 -1.56 1.26 -1.43 0.708
I 0.355186 3.198583 0.591896 -0.56 -0.43 -0.01 0.980
Br -1.714835 -3.203769 4.421592 0.98 1.42 -0.47 1.214
Cl -2.466104 0.292617 -0.231989 0.55 -0.14 0.56 0.031
P 0.002830 1.115205 -2.159818 -0.15 0.48 -2.67 0.599
O 1.331748 -2.048853 -0.303130 -3.34 1.45 -0.22 0.208
O 2.994818 0.522861 0.356423 -2.88 -0.07 -0.82 0.214
N 0.057256 -0.235271 2.178657 -1.49 -1.50 1.79 -0.079
C 0.061207 -0.990831 4.865870 0.61 0.76 0.31 0.000
C -0.674096 -1.698170 3.916519 -1.27 -1.58 0.56 -0.526
C 1.848044 0.472362 0.269019 5.79 0.11 1.47 -0.433
C 1.680361 1.542781 -2.711390 -0.11 -0.03 0.23 -0.220
C 0.790678 0.106912 4.426825 0.00 -0.20 0.52 0.057
C -0.966695 -2.494574 -0.801700 -0.57 -0.71 -0.40 -0.028
C 0.799422 0.431605 3.070791 -0.38 -0.31 0.41 -0.066
C 0.189236 -1.625038 -0.401168 3.26 -1.81 -0.15 -0.397
C -1.045883 2.552457 -2.522694 -0.07 -0.18 0.38 -0.261
C -0.531388 -0.139002 -3.356523 -0.07 -0.09 0.30 -0.215
C -0.707928 -1.271014 2.582327 0.70 0.99 -0.68 -0.098
H -1.671654 -2.615268 0.028718 0.13 0.23 -0.16 0.088
H -1.350615 -1.744727 1.841992 0.10 0.16 0.24 0.091
H -1.524034 -2.059533 -1.637828 0.15 0.16 0.29 0.076
H 1.630927 1.851309 -3.762896 0.05 -0.03 0.19 0.087
H -1.567183 -0.423849 -3.147843 0.11 0.06 -0.16 0.053
H 1.385549 1.276361 2.702441 -0.06 -0.31 0.15 0.089
H 0.121470 -1.016158 -3.307573 -0.08 0.08 -0.11 0.066
H -0.574806 -3.479559 -1.086055 0.04 0.27 0.10 0.129
H 0.035601 -1.287884 5.906273 0.11 0.05 0.07 0.147
H 2.332636 0.666816 -2.625244 -0.02 0.15 -0.08 0.069
H 1.357829 0.731595 5.109908 -0.05 -0.21 0.08 0.152
H -0.462993 0.303392 -4.357473 -0.03 -0.12 0.14 0.086
H 2.085417 2.362791 -2.109717 0.04 -0.08 -0.18 0.045
H -2.022995 2.411460 -2.050159 0.08 0.05 -0.17 0.032
H -1.167530 2.629800 -3.610200 0.07 0.11 0.21 0.087
H -0.579500 3.461432 -2.128624 -0.08 0.02 -0.27 0.011
```
Forces are in eV/Å.

---

(2)
# C6H6N

A gas-phase ion, C6H6N (charge +1) at a distorted geometry (ωB97M-V with the def2-TZVPD basis set, OMol25).

## Properties
orbital gap (spin up / spin down) = 6.361 / 6.386 eV
LUMO energy (spin up / spin down) = -7.05 / -7.02 eV
net charge = +1
spin multiplicity = 1
ΔE to the lowest compared entry with this formula, charge and spin = 99.9 kcal/mol
HOMO energy (spin up / spin down) = -13.41 / -13.41 eV

XYZ file:
```
13
Properties=species:S:1:pos:R:3:forces:R:3:lowdin_charge:R:1
N 0.921361 0.193797 -0.275493 -2.43 2.17 -1.00 -0.098
C -2.730250 -0.169632 0.123930 1.97 0.30 0.02 -0.061
C -3.924243 -0.147497 -0.099767 -0.45 -0.65 -0.29 0.299
C -0.247006 0.616864 0.213908 0.35 -1.01 -1.13 -0.024
C 2.263050 0.423837 0.095661 0.77 1.06 2.40 -0.050
C -1.422906 -0.027532 0.333513 -0.75 0.71 0.30 0.168
C 1.741174 -0.934779 -0.239983 -0.12 -3.66 0.29 -0.063
H 1.304538 -1.688686 0.464875 1.24 0.77 0.07 0.141
H 2.870246 0.900947 -0.627229 0.46 0.24 -0.92 0.108
H 2.089285 -1.523616 -1.156194 -0.65 1.57 0.87 0.154
H 2.446265 0.902440 1.110566 -0.27 -1.41 -1.04 0.157
H -0.369516 1.686459 0.450279 0.24 -0.32 0.27 0.185
H -4.942000 -0.232604 -0.394072 -0.34 0.23 0.15 0.083
```
Forces are in eV/Å.

---

(3)
# C17H30NO2S

A gas-phase ion, C17H30NO2S (charge +1) (ωB97M-V with the def2-TZVPD basis set, OMol25).

## Properties
orbital gap = 7.998 eV
LUMO energy = -2.36 eV
net charge = +1
spin multiplicity = 1
SMILES = CCCCCSc1cc(OC)c(CC[NH+](C)C)cc1OC
ΔE to the lowest compared entry with this formula, charge and spin = 0.0 kcal/mol
HOMO energy = -10.36 eV

XYZ file:
```
51
Properties=species:S:1:pos:R:3:forces:R:3:lowdin_charge:R:1
S -0.340026 -0.834577 2.748871 -0.28 -0.32 0.24 1.044
O 1.811712 0.810986 2.802254 -0.13 -0.15 -0.13 -0.132
O 1.159744 -1.279539 -2.265434 0.27 0.30 0.36 -0.155
N 1.596713 1.142506 -3.420758 -0.07 -0.43 0.11 -0.198
C -3.551693 -0.317822 2.307451 -0.10 -0.30 -0.05 -0.243
C 2.588752 0.612263 0.504387 -0.10 0.00 0.14 0.042
C 2.402690 0.053795 -0.758483 -0.18 -0.32 -0.21 -0.173
C 2.902578 1.631354 3.152921 0.24 0.19 0.09 -0.059
C 1.318617 -0.797655 -0.963243 0.33 0.22 0.00 -0.224
C 0.446026 -1.100767 0.071876 0.01 -0.03 -0.09 -0.012
C 2.908701 1.478711 -2.788960 0.80 0.01 0.34 -0.104
C -1.639501 -1.994269 2.194369 0.37 0.41 -0.18 -0.442
C 0.639279 -0.548619 1.327742 0.01 0.08 0.17 -0.418
C 1.630558 1.248602 -4.886006 0.02 0.01 -0.74 0.005
C -5.239719 0.040456 4.141830 0.07 -0.24 -0.02 -0.110
C 0.254156 -2.343826 -2.486901 -0.28 -0.30 -0.15 -0.045
C -4.415600 -0.986128 3.374841 0.02 0.30 -0.08 -0.270
C 1.725067 0.327079 1.546315 -0.19 -0.11 -0.18 -0.307
C 3.374279 0.344579 -1.874502 -0.19 0.05 0.02 -0.096
C 0.495526 1.938772 -2.856793 -0.63 0.37 0.36 0.010
C -2.773034 -1.309459 1.442203 -0.01 0.17 0.10 -0.270
H -0.782280 -2.020964 -2.353868 0.05 -0.02 0.02 0.101
H 0.470358 1.816684 -1.775203 0.10 -0.05 -0.04 0.109
H -3.453322 -2.081095 1.071937 -0.03 0.00 -0.09 0.116
H -2.366743 -0.776515 0.578380 0.00 -0.08 -0.07 0.095
H 3.435928 1.260484 0.660326 0.13 0.09 0.07 0.118
H -5.084887 -1.707187 2.899496 0.03 -0.10 0.01 0.112
H 2.899529 2.566273 2.583765 -0.01 -0.04 0.01 0.099
H 3.524301 -0.560156 -2.467741 0.12 0.04 -0.03 0.131
H 3.854776 1.113219 3.006647 -0.04 0.01 -0.01 0.102
H 1.407232 0.141351 -3.161733 -0.05 0.32 -0.16 0.132
H -5.848544 -0.448438 4.897744 -0.09 0.04 0.10 0.071
H -4.199394 0.274543 1.657040 0.01 0.08 0.02 0.115
H -2.847976 0.366302 2.786968 -0.04 0.11 -0.05 0.091
H -2.005961 -2.431806 3.121242 0.08 -0.08 0.02 0.071
H 0.633069 2.991933 -3.098575 0.11 -0.05 -0.05 0.115
H -3.785474 -1.529784 4.080648 -0.01 -0.12 0.01 0.101
H 0.466744 -3.184266 -1.824659 0.02 0.04 0.01 0.109
H -5.899949 0.583146 3.468782 -0.08 0.08 -0.03 0.073
H -0.455716 1.606771 -3.268876 0.07 -0.08 -0.07 0.113
H 0.407631 -2.654238 -3.519328 -0.06 -0.02 0.07 0.101
H 4.336526 0.628164 -1.448463 0.02 0.01 -0.08 0.132
H 1.839994 2.275883 -5.182384 0.01 -0.01 0.12 0.115
H 0.670594 0.953181 -5.305656 -0.03 -0.01 0.12 0.110
H -4.589270 0.758003 4.636846 0.02 0.11 0.07 0.074
H 2.771846 1.853835 4.209808 0.06 0.02 -0.08 0.102
H 3.649460 1.647280 -3.571546 -0.15 0.03 -0.05 0.133
H 2.799798 2.401638 -2.217586 -0.10 -0.02 -0.11 0.139
H -0.376171 -1.772872 -0.097693 -0.15 -0.07 0.00 0.090
H 2.401646 0.596309 -5.291007 0.03 0.00 0.11 0.114
H -1.168571 -2.784120 1.610709 -0.04 -0.12 0.06 0.074
```
Forces are in eV/Å.

---

| no. | E (eV) |
| --- | --- |
| 1 | -120418.7815 |
| 2 | -7795.4124 |
| 3 | -34529.8122 |